Here is C3H9NO as an isolated structure from OMol25. Energies are from ωB97M-V/def2-TZVPD.

Geometry (Å):
C1 1.0790 -0.0700 0.4514
C2 -1.2522 0.7797 -1.0856
C3 -2.0350 0.3359 -0.1039
N1 1.3506 -1.0796 -0.3618
O1 1.7604 1.0246 0.2117
H1 2.3126 1.0023 -0.6052
H2 0.5965 -0.6746 2.3657
H3 1.9601 -0.9973 -1.1840
H4 0.9139 -1.9725 -0.2143
H5 -1.3809 0.4473 -2.1019
H6 -0.6977 1.7069 -0.9872
H7 -2.7415 -0.4599 -0.2716
H8 -2.0817 0.8476 0.8404
H9 0.2159 -0.8905 3.0463

Output
orbital gap: 8.993 eV
HOMO level: -8.28 eV
molecular weight: 75.1 g/mol
LUMO level: 0.71 eV
maximum force: 1.895 eV/A
relative energy (zero: lowest compared OMol25 entry of this formula, charge and spin): 419.7 kJ/mol
charge: 0

Atom-resolved charges from Mulliken, all expressed in e: C 0.055; C -0.670; C -0.343; N -0.309; O -0.424; H 0.270; H -0.262; H 0.164; H 0.241; H 0.266; H 0.268; H 0.241; H 0.231; H 0.273

Here is a 2-piece molecular cluster, C3H9NO overall from OMol25. Energies are from ωB97M-V/def2-TZVPD.

Geometry (Å):
C1 -1.0925 0.0968 -0.9922
C2 -0.7691 -1.0168 0.0017
C3 0.4283 -1.0245 0.6187
N1 1.1196 -2.1542 1.0115
H1 -2.0762 0.5588 -1.0654
H2 -0.7446 -0.1914 -1.9828
H3 -0.4761 0.8842 -0.5370
H4 -1.5485 -1.7669 0.1296
H5 0.7893 -0.0272 0.8590
H6 1.7212 -2.0892 1.8211
H7 0.5198 -2.9649 1.1147
H8 0.1084 2.7702 -0.1359
H9 1.2152 3.5116 -0.8540
O1 0.8052 3.4135 0.0110

Output
orbital gap: 8.962 eV
HOMO level: -7.93 eV
molecular weight: 75.1 g/mol
LUMO level: 1.03 eV
maximum force: 1.883 eV/A
relative energy (zero: lowest compared OMol25 entry of this formula, charge and spin): 181.3 kJ/mol
charge: 0
SMILES string: C/C=C/N.O

Atom-resolved charges from Mulliken, all expressed in e: C -0.432; C -0.299; C -0.130; N -0.468; H 0.356; H 0.229; H -0.292; H 0.307; H 0.280; H 0.241; H 0.230; H 0.308; H 0.325; O -0.653

Here is one molecule with the formula C3H9NO from OMol25. Energies are from ωB97M-V/def2-TZVPD.

Geometry (Å):
C1 -0.7474 0.0905 0.4097
N1 0.3402 0.2272 -0.6378
C2 1.5810 0.7315 -0.1471
O1 2.3741 -0.2934 0.4537
C3 -2.0612 -0.5477 -0.0569
H1 -0.3605 -0.5210 1.3036
H2 -0.9629 1.1074 0.8503
H3 0.6040 -0.6114 -1.1628
H4 2.0783 1.2170 -0.9562
H5 1.2542 1.4822 0.4958
H6 3.0263 -0.7367 -0.1985
H7 -2.5409 -0.7314 0.8814
H8 -2.7076 0.0756 -0.6587
H9 -1.8776 -1.4898 -0.5764

Output
orbital gap: 9.755 eV
HOMO level: -8.82 eV
molecular weight: 75.1 g/mol
LUMO level: 0.93 eV
maximum force: 2.757 eV/A
relative energy (zero: lowest compared OMol25 entry of this formula, charge and spin): 145.6 kJ/mol
charge: 0
SMILES string: CCNCO

Atom-resolved charges from Mulliken, all expressed in e: C -0.252; N -0.354; C -0.458; O -0.572; C -1.060; H 0.263; H 0.239; H 0.220; H 0.315; H 0.378; H 0.341; H 0.333; H 0.301; H 0.306

Here is a 2-piece molecular cluster, C3H9NO overall from OMol25. Energies are from ωB97M-V/def2-TZVPD.

Geometry (Å):
C1 1.1699 0.9835 -0.4575
C2 0.2389 1.9101 0.3402
C3 -1.9545 2.7034 0.3809
N1 -1.1668 1.8331 -0.0867
H1 1.2325 0.0488 0.1007
H2 0.6745 0.7620 -1.4006
H3 2.1495 1.4461 -0.5412
H4 0.5996 2.9551 0.3486
H5 0.1868 1.5970 1.3813
H6 -1.7417 3.7778 0.3418
H7 -2.8914 2.4207 0.8670
H8 0.3230 -6.0995 -0.2900
H9 0.4527 -7.5166 -0.1844
O1 0.7270 -6.8215 -0.7999

Output
orbital gap: 9.447 eV
HOMO level: -8.72 eV
molecular weight: 75.1 g/mol
LUMO level: 0.72 eV
maximum force: 2.652 eV/A
relative energy (zero: lowest compared OMol25 entry of this formula, charge and spin): 258.3 kJ/mol
charge: 0
SMILES string: C=NCC.O

Atom-resolved charges from Mulliken, all expressed in e: C -0.956; C -0.234; C -0.333; N -0.423; H 0.241; H 0.307; H 0.287; H 0.360; H 0.219; H 0.282; H 0.249; H 0.318; H 0.316; O -0.634

Here is a 2-piece molecular cluster, C3H9NO overall from OMol25. Energies are from ωB97M-V/def2-TZVPD.

Geometry (Å):
C1 1.8125 0.7857 -0.5467
N1 1.5234 -0.6461 -0.7448
H1 2.5754 1.1661 -1.2285
H2 2.2740 1.0602 0.4402
H3 0.8697 1.3863 -0.6251
H4 1.7652 -0.9692 -1.7233
H5 2.0321 -1.3044 -0.1071
C2 -2.0996 0.0233 1.6202
C3 -2.0809 -0.2720 0.2607
O1 -1.2359 -1.0586 -0.5804
H6 -2.9768 0.5628 1.9537
H7 -1.2345 -0.1752 2.2866
H8 -2.9441 0.1648 -0.3211
H9 -0.2806 -0.7237 -0.6844

Output
orbital gap: 9.701 eV
HOMO level: -8.85 eV
molecular weight: 75.1 g/mol
LUMO level: 0.85 eV
maximum force: 3.526 eV/A
relative energy (zero: lowest compared OMol25 entry of this formula, charge and spin): 215.9 kJ/mol
charge: 0
SMILES string: C=CO.CN

Atom-resolved charges from Mulliken, all expressed in e: C -0.608; N -0.640; H 0.290; H 0.255; H 0.198; H 0.251; H 0.234; C -0.600; C -0.010; O -0.527; H 0.240; H 0.243; H 0.258; H 0.414

Here is C3H9NO as an isolated structure from OMol25. Energies are from ωB97M-V/def2-TZVPD.

Geometry (Å):
C1 1.6275 -0.6083 -0.0735
C2 0.2780 0.0832 -0.4176
C3 -0.9562 -0.5152 0.1548
H1 1.4802 -0.9485 1.0477
H2 2.5064 -0.0082 -0.0485
H3 1.9810 -1.2770 -0.4583
H4 -0.1406 0.1632 -1.3877
H5 1.1578 2.1384 -0.3979
H6 -0.9741 1.9145 0.4125
H7 -0.8146 -0.4554 1.4700
H8 -1.0302 -1.7388 -0.3646
H9 -3.2521 -0.3156 0.2338
N1 0.2566 1.5326 0.0930
O1 -2.1197 0.0350 -0.2635

Output
orbital gap: 8.363 eV
HOMO level: -8.36 eV
molecular weight: 75.1 g/mol
LUMO level: 0.00 eV
maximum force: 17.775 eV/A
relative energy (zero: lowest compared OMol25 entry of this formula, charge and spin): 808.3 kJ/mol
charge: 0

Atom-resolved charges from Mulliken, all expressed in e: C -1.493; C 0.636; C -0.584; H 0.222; H 0.398; H 0.596; H 0.258; H 0.216; H 0.285; H 0.223; H 0.166; H 0.392; N -0.710; O -0.605

Here is a 2-piece molecular cluster, C3H9NO overall from OMol25. Energies are from ωB97M-V/def2-TZVPD.

Geometry (Å):
N1 -0.7829 -0.6900 -1.3875
C1 0.4176 -0.2350 -0.8037
C2 0.9573 0.0116 1.6129
C3 0.5707 -0.7921 0.5975
H1 -0.5909 -1.5077 -1.9228
H2 -1.6005 -0.9393 -0.7553
H3 0.6431 0.8192 -1.1069
H4 1.2214 -0.6263 -1.5582
H5 1.0197 -0.1979 2.5475
H6 1.0691 1.0664 1.8395
H7 0.4647 -1.9009 0.7075
H8 -0.8309 1.3435 0.7896
H9 -1.2172 1.5982 -0.7232
O1 -1.3412 2.0503 0.1628

Output
orbital gap: 10.276 eV
HOMO level: -9.43 eV
molecular weight: 75.1 g/mol
LUMO level: 0.85 eV
maximum force: 6.934 eV/A
relative energy (zero: lowest compared OMol25 entry of this formula, charge and spin): 318.6 kJ/mol
charge: 0
SMILES string: C=CCN.O

Atom-resolved charges from Mulliken, all expressed in e: N -0.512; C -0.828; C -1.065; C 0.095; H 0.241; H 0.259; H 0.394; H 0.296; H 0.387; H 0.377; H 0.292; H 0.331; H 0.393; O -0.660

Here is one molecule with the formula C3H9NO from OMol25. Energies are from ωB97M-V/def2-TZVPD.

Geometry (Å):
C1 0.2384 -0.8366 -0.4821
N1 -0.6284 0.2990 -0.1994
C2 0.0171 1.4422 0.3979
O1 0.8698 1.1767 1.5279
C3 -0.5501 -1.9306 -1.1829
H1 0.7285 -1.2430 0.4138
H2 1.0367 -0.4762 -1.1399
H3 -1.3615 0.0091 0.4470
H4 -0.7577 2.0633 0.8364
H5 0.5999 1.9806 -0.3522
H6 1.4362 0.4189 1.3492
H7 -0.0340 -2.8874 -1.1827
H8 -0.7204 -1.6408 -2.2199
H9 -1.5248 -2.0563 -0.7236

Output
orbital gap: 10.469 eV
HOMO level: -9.46 eV
molecular weight: 75.1 g/mol
LUMO level: 1.01 eV
maximum force: 0.725 eV/A
relative energy (zero: lowest compared OMol25 entry of this formula, charge and spin): 89.9 kJ/mol
charge: 0
SMILES string: CCNCO

Atom-resolved charges from Mulliken, all expressed in e: C -0.350; N -0.344; C -0.327; O -0.523; C -1.121; H 0.256; H 0.329; H 0.258; H 0.306; H 0.284; H 0.294; H 0.345; H 0.286; H 0.307

Here is one molecule with the formula C3H9NO from OMol25. Energies are from ωB97M-V/def2-TZVPD.

Geometry (Å):
C1 0.4334 0.9595 -1.8573
N1 0.6902 0.6374 -0.4152
C2 -0.4450 -0.1014 0.1982
C3 0.0398 -0.6303 1.5547
O1 -0.3715 -1.9651 1.7510
H1 -0.2853 1.7461 -2.0669
H2 0.0038 0.0753 -2.3507
H3 1.3737 1.3638 -2.2160
H4 0.6640 1.5234 0.0973
H5 -1.3469 0.4343 0.5045
H6 -0.6080 -0.9700 -0.4940
H7 1.1335 -0.6400 1.6493
H8 -0.2615 -0.0595 2.4633
H9 -1.0200 -2.3734 1.1819

Output
orbital gap: 10.351 eV
HOMO level: -9.31 eV
molecular weight: 75.1 g/mol
LUMO level: 1.04 eV
maximum force: 2.197 eV/A
relative energy (zero: lowest compared OMol25 entry of this formula, charge and spin): 185.6 kJ/mol
charge: 0
SMILES string: CNCCO

Atom-resolved charges from Mulliken, all expressed in e: C -0.770; N -0.404; C -0.490; C -0.274; O -0.547; H 0.292; H 0.282; H 0.280; H 0.229; H 0.215; H 0.392; H 0.268; H 0.229; H 0.298

Here is a 2-piece molecular cluster, C3H9NO overall from OMol25. Energies are from ωB97M-V/def2-TZVPD.

Geometry (Å):
O1 1.6769 4.9117 1.5660
C1 1.8607 3.7956 1.1893
H1 1.9797 2.9417 1.8840
H2 2.0267 3.4765 0.1418
C2 -0.1063 -1.1289 -1.4334
N1 -1.3539 -1.6196 -0.8595
C3 -1.2954 -1.6991 0.5964
H3 0.2220 -0.1757 -1.0095
H4 0.7670 -1.7794 -1.3032
H5 -0.3408 -0.8963 -2.4764
H6 -1.5529 -2.5290 -1.2585
H7 -0.4778 -2.3431 0.9477
H8 -2.1814 -2.2340 0.9553
H9 -1.2247 -0.7204 1.0600

Output
orbital gap: 9.599 eV
HOMO level: -8.95 eV
molecular weight: 75.1 g/mol
LUMO level: 0.65 eV
maximum force: 1.349 eV/A
relative energy (zero: lowest compared OMol25 entry of this formula, charge and spin): 202.7 kJ/mol
charge: 0
SMILES string: C=O.CNC

Atom-resolved charges from Mulliken, all expressed in e: O -0.379; C -0.017; H 0.196; H 0.199; C -0.776; N -0.377; C -0.802; H 0.250; H 0.292; H 0.299; H 0.236; H 0.301; H 0.302; H 0.277

Here is a 2-piece molecular cluster, C3H9NO overall from OMol25. Energies are from ωB97M-V/def2-TZVPD.

Geometry (Å):
C1 -0.5955 1.8244 -0.2959
C2 0.2539 1.3946 -1.4537
C3 -0.3411 0.8290 -2.5550
N1 1.6361 1.5834 -1.5013
H1 -0.1953 1.8071 0.7156
H2 -1.4235 1.1166 -0.3163
H3 -0.9446 2.8435 -0.4508
H4 -0.3497 1.2843 -3.5384
H5 -1.0333 -0.0013 -2.4256
H6 2.0513 2.1622 -0.7901
H7 2.0564 0.6938 -1.6938
H8 -0.7296 -4.8699 5.3734
H9 0.2648 -5.4875 4.4745
O1 -0.6500 -5.1801 4.4573

Output
orbital gap: 8.491 eV
HOMO level: -7.46 eV
molecular weight: 75.1 g/mol
LUMO level: 1.03 eV
maximum force: 1.599 eV/A
relative energy (zero: lowest compared OMol25 entry of this formula, charge and spin): 255.7 kJ/mol
charge: 0
SMILES string: C=C(C)N.O

Atom-resolved charges from Mulliken, all expressed in e: C -0.977; C 0.460; C -0.886; N -0.511; H 0.349; H 0.310; H 0.247; H 0.230; H 0.285; H 0.223; H 0.271; H 0.320; H 0.319; O -0.638

Here is a 2-piece molecular cluster, C3H9NO overall from OMol25. Energies are from ωB97M-V/def2-TZVPD.

Geometry (Å):
C1 -1.1060 0.4893 -2.9648
C2 -1.6658 -0.2688 -2.0185
H1 -1.5965 1.4063 -3.2562
H2 -0.3110 0.0407 -3.5451
H3 -2.5268 0.0289 -1.4345
H4 -1.1213 -1.0718 -1.5279
N1 0.4719 -0.9239 1.6441
C3 1.0479 0.3433 2.0188
O1 2.4373 0.4577 1.9138
H5 -0.5414 -0.8556 1.5765
H6 0.6874 -1.1197 0.6672
H7 0.6837 1.2766 1.5859
H8 0.6988 0.5122 3.0628
H9 2.8420 -0.3154 2.2779

Output
orbital gap: 10.661 eV
HOMO level: -9.74 eV
molecular weight: 75.1 g/mol
LUMO level: 0.92 eV
maximum force: 2.686 eV/A
relative energy (zero: lowest compared OMol25 entry of this formula, charge and spin): 213.5 kJ/mol
charge: 0
SMILES string: C=C.NCO

Atom-resolved charges from Mulliken, all expressed in e: C -0.430; C -0.482; H 0.244; H 0.242; H 0.244; H 0.178; N -0.606; C -0.254; O -0.514; H 0.238; H 0.235; H 0.306; H 0.291; H 0.309

Here is a 2-piece molecular cluster, C3H9NO overall from OMol25. Energies are from ωB97M-V/def2-TZVPD.

Geometry (Å):
C1 2.1799 0.8156 -3.2385
N1 3.3716 1.0036 -3.5319
H1 1.4402 1.5368 -3.6299
H2 1.8504 0.0159 -2.5618
H3 4.1929 1.0295 -2.8985
H4 -2.1332 0.1820 3.8646
C2 -1.7717 -1.0174 2.3456
O1 -1.9128 0.2687 2.9305
C3 -1.4875 -0.8403 0.8767
H5 -2.6544 -1.6400 2.4502
H6 -0.9343 -1.5388 2.8234
H7 -2.1096 -0.0653 0.4141
H8 -1.7524 -1.7409 0.3291
H9 -0.4453 -0.6127 0.6265

Output
orbital gap (spin up / spin down): 5.323 / 2.831 eV
multiplicity: 2
HOMO level (spin up / spin down): -12.31 / -12.31 eV
molecular weight: 75.1 g/mol
LUMO level (spin up / spin down): -6.99 / -9.48 eV
maximum force: 1.467 eV/A
relative energy (zero: lowest compared OMol25 entry of this formula, charge and spin): 313.3 kJ/mol
charge: +1

Atom-resolved charges from Mulliken, all expressed in e: C -0.003; N -0.017; H 0.310; H 0.327; H 0.382; H 0.303; C -0.169; O -0.524; C -0.989; H 0.271; H 0.248; H 0.313; H 0.349; H 0.199

Here is a 2-piece molecular cluster, C3H9NO overall from OMol25. Energies are from ωB97M-V/def2-TZVPD.

Geometry (Å):
C1 0.4794 0.5131 -1.3203
C2 -0.3867 -0.3741 -0.4585
C3 -0.0347 -2.4890 0.6347
N1 0.3987 -1.3648 0.3215
H1 -0.1996 1.0725 -2.0034
H2 1.1490 1.0989 -0.6812
H3 1.2052 -0.1401 -1.7850
H4 -1.2058 -0.8516 -0.9706
H5 -0.8236 0.3383 0.3190
H6 -0.9566 -2.9919 0.4278
H7 0.6980 -3.1247 1.1703
H8 -0.1298 3.0031 0.6713
H9 -0.3683 2.3542 2.0945
O1 0.1747 2.9560 1.5799

Output
orbital gap (spin up / spin down): 9.268 / 5.309 eV
multiplicity: 2
HOMO level (spin up / spin down): -14.73 / -14.73 eV
molecular weight: 75.1 g/mol
LUMO level (spin up / spin down): -5.47 / -9.42 eV
maximum force: 4.219 eV/A
relative energy (zero: lowest compared OMol25 entry of this formula, charge and spin): 250.5 kJ/mol
charge: +1

Atom-resolved charges from Mulliken, all expressed in e: C -1.126; C -0.156; C -0.117; N 0.108; H 0.329; H 0.350; H 0.383; H 0.439; H 0.173; H 0.315; H 0.295; H 0.312; H 0.316; O -0.622

Here is a 2-piece molecular cluster, C3H9NO2 overall from OMol25. Energies are from ωB97M-V/def2-TZVPD.

Geometry (Å):
C1 -1.5847 -1.3404 0.3355
C2 -1.1757 -0.2746 -0.6599
N1 -0.3099 0.6854 -0.1867
C3 -0.4035 1.3011 1.1179
O1 -1.4430 -0.3543 -1.8423
H1 -1.8860 -0.9959 1.3203
H2 -0.7402 -2.0298 0.3749
H3 -2.4378 -1.8504 -0.1352
H4 0.0951 1.2179 -0.9412
H5 0.2607 2.1697 1.2247
H6 -1.3566 1.8066 1.3606
H7 -0.1734 0.5584 1.8830
H8 4.2737 0.3703 1.3485
H9 3.9215 -0.9274 0.3179
O2 3.8231 0.0022 0.5698

Output
orbital gap (spin up / spin down): 2.681 / 10.037 eV
multiplicity: 2
HOMO level (spin up / spin down): 1.13 / -6.28 eV
molecular weight: 91.1 g/mol
LUMO level (spin up / spin down): 3.81 / 3.76 eV
maximum force: 1.742 eV/A
relative energy (zero: lowest compared OMol25 entry of this formula, charge and spin): 58.8 kJ/mol
charge: -1

Atom-resolved charges from Mulliken, all expressed in e: C -1.214; C -0.079; N 0.564; C -2.169; O -0.513; H 0.432; H 0.338; H 0.378; H 0.244; H 0.892; H 0.232; H 0.459; H 0.837; H 0.732; O -2.133

Here is a 2-piece molecular cluster, C3H9NO2 overall from OMol25. Energies are from ωB97M-V/def2-TZVPD.

Geometry (Å):
O1 0.2145 1.3139 0.4564
C1 1.1221 1.8879 1.0013
C2 1.7698 1.5035 2.3032
H1 1.5501 2.7786 0.5044
H2 2.6308 2.1347 2.5134
H3 1.0476 1.7276 3.0957
H4 2.0350 0.4502 2.3185
N1 -1.8368 -0.5904 -1.0218
C3 -1.2479 -1.8859 -1.0045
O2 0.0058 -1.9985 -1.7204
H5 -2.1817 -0.2415 -1.8831
H6 -1.4989 -0.0192 -0.2639
H7 -1.8378 -2.6502 -1.5017
H8 -1.1225 -2.0831 0.0622
H9 0.4620 -1.1820 -1.4625

Output
orbital gap: 9.844 eV
HOMO level: -9.03 eV
molecular weight: 91.1 g/mol
LUMO level: 0.81 eV
maximum force: 1.560 eV/A
relative energy (zero: lowest compared OMol25 entry of this formula, charge and spin): 174.3 kJ/mol
charge: 0
SMILES string: CC=O.NCO

Atom-resolved charges from Mulliken, all expressed in e: O -0.471; C 0.092; C -0.792; H 0.331; H 0.299; H 0.257; H 0.257; N -0.430; C -0.262; O -0.532; H 0.181; H 0.237; H 0.268; H 0.277; H 0.287